#A
DFT (ωB97M-V/def2-TZVPD) results for the ion C3H7OS2 with charge -1.

```
13
Properties=species:S:1:pos:R:3:lowdin_charge:R:1
S 3.39543 -0.90047 0.36035 0.2138
S 1.39922 -1.86161 0.34803 0.3995
O -1.15226 1.87279 0.80833 -0.3827
C 0.38902 -0.37322 0.35644 -0.6698
C -0.92653 -0.40400 -0.38110 -0.3002
C -1.60565 1.03376 -0.18026 -0.5143
H -1.34795 1.42171 -1.19397 0.0739
H -2.59769 0.64552 -0.01932 0.0554
H 0.99385 0.58459 0.14463 0.0852
H 3.66743 0.06085 -0.54171 -0.2321
H -1.64763 -1.10705 0.11788 0.0995
H 0.22024 -0.47404 1.59293 0.1128
H -0.78748 -0.49884 -1.41222 0.0590
```

Computed properties:
LUMO level = 2.70 eV
charge = -1
gap between HOMO and LUMO = 5.273 eV
SMILES = [O-]CCCSS

=====

#B
DFT (ωB97M-V/def2-TZVPD) results for the ion C3H7OS2 with charge -1.

```
13
Properties=species:S:1:pos:R:3:lowdin_charge:R:1
S 1.66660 3.01048 0.98000 0.2408
S -0.01085 2.47390 -0.24829 0.3439
O 1.09145 -2.00056 0.00990 -0.3557
C -0.15355 0.63698 0.13482 -0.5806
C -0.21378 -1.78863 -0.20748 -0.5621
C -0.57512 -0.41234 -0.87438 -0.2865
H -1.59937 -0.43848 -1.27103 0.0850
H 0.83247 0.32919 0.48069 0.0444
H -0.00783 -0.27375 -1.81360 0.0942
H -0.72874 -1.63685 0.80039 0.0786
H 1.31529 2.09002 1.86133 -0.2302
H -0.90675 0.61089 0.92435 0.0544
H -0.70982 -2.60085 -0.77670 0.0738
```

Computed properties:
LUMO level = 2.98 eV
charge = -1
gap between HOMO and LUMO = 5.547 eV
SMILES = [O-]CCCSS

=====

It turns out #B is the most stable, with the second structure 0.0520 hartree higher.

=====

#A
DFT (ωB97M-V/def2-TZVPD) results for an isolated molecule of C2H8N4S.

```
15
Properties=species:S:1:pos:R:3:lowdin_charge:R:1
S 1.66327 0.27835 -1.01358 0.5935
N -2.05457 0.14720 0.29541 0.0995
N 0.13235 -0.63249 2.28127 0.0256
N -0.91306 -0.21841 -0.41346 -0.2608
N 0.49530 0.42699 1.37923 -0.1124
C -1.14583 -0.40088 -1.80801 -0.1201
C 0.32724 0.17375 0.01623 -0.8171
H -2.12885 -0.87419 -1.91030 0.0867
H -0.10830 -0.18808 3.14794 0.0750
H -2.09014 1.11796 0.33219 0.0698
H -1.07734 0.58595 -2.33148 0.0966
H -0.40160 -1.10409 -2.22061 0.0663
H 0.91318 -1.24099 2.40067 0.0737
H -1.88122 -0.17410 1.18916 0.0325
H 1.45331 0.72366 1.56331 0.0911
```

Computed properties:
LUMO level = 0.71 eV
gap between HOMO and LUMO = 8.964 eV
SMILES = CN(N)C(=S)NN

=====

#B
DFT (ωB97M-V/def2-TZVPD) results for an isolated molecule of C2H8N4S.

```
15
Properties=species:S:1:pos:R:3:lowdin_charge:R:1
S -0.48619 1.60234 1.78434 0.7231
N -0.87205 -1.01046 -0.19751 -0.0913
N 1.25842 -0.95861 -2.15284 -0.0788
N 1.29215 -0.32855 -0.91773 -0.0490
N -1.49526 -0.72025 -1.52728 -0.0690
C 0.34975 -0.46601 -0.03251 -0.4926
C 0.62917 0.33870 1.29547 -0.5669
H 1.68978 0.63486 1.07150 0.0828
H 2.26777 -1.12907 -2.52876 0.1167
H 0.81852 -0.36904 2.16284 0.0865
H -1.16155 0.29916 -2.14408 0.1739
H -1.44448 1.10380 2.53135 -0.1710
H -1.50213 -0.82861 0.67238 0.1437
H -0.90195 -1.51297 -2.20033 0.1112
H 0.85681 -1.94663 -2.12456 0.0808
```

Computed properties:
LUMO level = 0.77 eV
gap between HOMO and LUMO = 9.147 eV
SMILES = N/N=C(/CS)NN

=====

It turns out #A is the most stable, with the second structure 0.0908 hartree higher.

=====

#A
DFT (ωB97M-V/def2-TZVPD) results for a cluster of 2 separate species, C7H12N2 in total.

```
21
Properties=species:S:1:pos:R:3:lowdin_charge:R:1
N -0.28917 2.22280 -0.60734 0.0505
N -0.49534 -2.11183 1.70829 -0.0580
C 0.22457 -1.03805 0.83660 -0.3576
C -0.21211 0.44557 0.78744 -0.2417
C -0.86839 0.84158 -0.43851 -0.3744
C 1.44664 0.47335 -0.82322 -0.0686
C 0.76836 1.53130 0.18155 -0.2827
C -0.33900 -1.39555 -0.74834 -0.0865
C -0.02929 0.05210 -1.43469 -0.2007
H -0.17192 0.06526 -2.58576 0.1571
H -1.38276 -1.59565 -0.98020 0.0845
H 0.45716 -2.22846 -1.04553 0.1353
H 1.94081 -0.38363 -0.05832 0.1470
H -1.98499 0.75830 -0.47598 0.1605
H -0.72780 2.93160 -0.04240 0.0860
H 1.22296 -1.25347 1.06651 0.0770
H 1.43433 2.36254 0.75586 0.1716
H -1.42832 -2.54425 1.11864 0.1150
H -0.79302 -1.07529 2.57013 0.1937
H 2.05819 1.09544 -1.55873 0.1145
H -0.83093 0.84636 1.77400 0.1775
```

Computed properties:
LUMO level = 0.81 eV
gap between HOMO and LUMO = 9.920 eV

=====

#B
DFT (ωB97M-V/def2-TZVPD) results for an isolated molecule of C7H12N2.

```
21
Properties=species:S:1:pos:R:3:lowdin_charge:R:1
N -2.89598 0.17676 -0.79769 0.0948
N 2.86982 0.27925 0.71661 0.1356
C 1.90815 -0.06193 -1.52424 -0.0379
C -0.04587 -0.66524 1.40655 -0.1038
C -0.57959 0.84202 -0.41682 -0.0575
C -1.69436 0.14531 -0.12640 -0.3565
C 0.53004 0.58236 0.54175 -0.2590
C 1.87157 0.26075 -0.05537 -0.4241
C -1.52787 -0.76126 1.06612 -0.1419
H 0.48566 -1.55780 1.07477 0.1083
H -3.71082 -0.09296 -0.26836 0.0878
H 1.04481 -0.66999 -1.79342 0.0800
H -1.84473 -1.78481 0.83605 0.1151
H -0.47065 1.51304 -1.25116 0.1065
H 0.14290 -0.51147 2.46327 0.1038
H -2.15344 -0.40312 1.89078 0.1155
H -3.03589 0.97749 -1.39799 0.0931
H 3.75761 0.05615 0.26989 0.0471
H 2.82913 -0.58656 -1.77906 0.0751
H 0.65586 1.40278 1.25169 0.1336
H 1.86368 0.85922 -2.10699 0.0842
```

Computed properties:
LUMO level = 0.99 eV
gap between HOMO and LUMO = 8.887 eV
SMILES = [H]/N=C(\C)[C@H]1C=C(N)CC1

=====

It turns out #B is the most stable, with the second structure 0.2512 hartree higher.

=====

#A
DFT (ωB97M-V/def2-TZVPD) results for an isolated molecule of C5H5NS.

```
12
Properties=species:S:1:pos:R:3:lowdin_charge:R:1
S -2.35399 -0.80648 -0.00333 0.8057
N 1.35249 0.25907 0.03561 0.1020
C -0.74634 -0.79437 -0.00776 -0.7216
C -0.56306 1.82737 -0.01526 -0.0712
C 0.09594 0.48448 0.03458 -0.3967
C 1.52526 -1.20542 -0.04695 -0.0492
C 0.31027 -1.83255 0.03115 -0.1043
H -1.37832 1.84898 -0.79653 0.0843
H 2.48957 -1.65030 -0.16560 0.0955
H -0.98108 2.05696 0.94776 0.0657
H 0.15799 2.68914 -0.16326 0.0982
H 0.09127 -2.87688 0.14959 0.0917
```

Computed properties:
LUMO level = -1.74 eV
gap between HOMO and LUMO = 7.356 eV
SMILES = CC1=NC=CC1=S

=====

#B
DFT (ωB97M-V/def2-TZVPD) results for a cluster of 2 separate species, C5H5NS in total.

```
12
Properties=species:S:1:pos:R:3:lowdin_charge:R:1
S -1.95491 -1.39831 -0.00328 0.9521
N -0.55965 -0.52321 -0.06369 -0.3490
C -2.95512 0.01032 0.04513 -0.3858
C -2.17691 1.12227 -0.07730 -0.1567
C -0.77771 0.74570 0.02196 -0.2737
C 3.16054 -1.19722 -0.03504 -0.0098
C 4.11270 -0.46172 0.03170 -0.0133
H 5.11390 -0.10675 0.10636 0.0090
H -2.29862 2.19907 -0.10884 0.0977
H -3.97805 -0.13301 0.14572 0.0364
H 2.15666 -1.51485 -0.15715 -0.0081
H 0.15718 1.25771 0.09444 0.1013
```

Computed properties:
LUMO level = 0.82 eV
gap between HOMO and LUMO = 10.482 eV
SMILES = c1cnsc1.C#C

=====

#C
DFT (ωB97M-V/def2-TZVPD) results for an isolated molecule of C5H5NS.

```
12
Properties=species:S:1:pos:R:3:lowdin_charge:R:1
S -3.57945 -0.18725 0.04716 0.8251
N -1.58754 1.35581 -0.04560 0.0301
C 1.70896 -0.32497 0.14623 -0.0630
C 0.25273 -0.04756 -0.18845 -0.2504
C -0.30815 1.25075 -0.02909 -0.1294
C -2.00359 0.04713 -0.00805 -0.8953
C -0.85627 -0.85164 -0.19232 -0.0271
H 2.12989 0.18259 1.00562 0.0615
H -0.68752 -1.92049 -0.17365 0.1131
H 0.40467 2.05325 -0.13826 0.1231
H 2.59127 -0.11311 -0.67046 0.1242
H 1.93500 -1.44451 0.24688 0.0881
```

Computed properties:
LUMO level = -1.81 eV
gap between HOMO and LUMO = 7.296 eV
SMILES = CC1=CC(=S)N=C1

=====

It turns out #A is the most stable, with the second structure 0.0311 hartree higher.

=====

#A
DFT (ωB97M-V/def2-TZVPD) results for a cluster of 2 separate species, C2HN3O2 in total.

```
8
Properties=species:S:1:pos:R:3:lowdin_charge:R:1
O 0.16127 1.78029 -1.01153 0.0904
O 0.55314 -0.83451 0.92720 0.1415
N 1.88569 -1.04175 -2.01422 0.2149
N -1.44695 0.06806 1.72274 0.2122
N 0.28960 0.74388 -1.61392 -0.0139
C 1.23168 -0.13679 -1.69524 -0.3004
C -0.44448 -0.46803 1.37972 -0.4265
H -2.22995 -0.11114 2.30526 0.0817
```

Computed properties:
LUMO level (alpha / beta) = -2.09 / -2.08 eV
gap between HOMO and LUMO (alpha / beta) = 8.153 / 8.154 eV
SMILES = N#CN=O.N=C=O

=====

#B
DFT (ωB97M-V/def2-TZVPD) results for an isolated molecule of C2HN3O2.

```
8
Properties=species:S:1:pos:R:3:lowdin_charge:R:1
O 2.93904 2.08182 -0.13471 0.2212
O -0.97088 0.14810 1.07943 -0.0030
N -0.43327 0.62537 -0.08866 -0.0674
N -0.77920 3.06465 -0.51443 0.1971
N 1.22251 0.51874 0.09899 0.1797
C -0.62237 1.98812 -0.25014 -0.2843
C 2.00245 1.43388 -0.07029 -0.3834
H -1.37111 -0.72736 0.85457 0.1400
```

Computed properties:
LUMO level = -0.73 eV
gap between HOMO and LUMO = 10.262 eV
SMILES = N#CN(O)N=C=O

=====

It turns out #A is the most stable, with the second structure 0.0124 hartree higher.

=====

#A
DFT (ωB97M-V/def2-TZVPD) results for a cluster of 2 separate species, C2HN3O2 in total.

```
8
Properties=species:S:1:pos:R:3:lowdin_charge:R:1
O -0.15096 -0.50965 0.55156 -0.1340
O 0.88097 1.97236 -0.76866 0.1681
N -1.43347 -2.09984 -0.68485 0.2381
N 1.14308 -0.69283 0.25630 0.2426
N -1.05617 1.08559 0.15462 0.2137
C -0.15262 1.74553 -0.25594 -0.4054
C -0.87528 -1.27304 -0.15962 -0.3628
H 1.64445 -0.22812 0.90659 0.0397
```

Computed properties:
LUMO level (alpha / beta) = -1.97 / -2.90 eV
gap between HOMO and LUMO (alpha / beta) = 9.280 / 8.300 eV

=====

#B
DFT (ωB97M-V/def2-TZVPD) results for an isolated molecule of C2HN3O2.

```
8
Properties=species:S:1:pos:R:3:lowdin_charge:R:1
O 0.95302 1.65525 -0.44068 0.0499
O 1.33396 -1.33827 0.40575 0.1907
N -1.67561 -0.50324 -0.44445 -0.1010
N -0.88941 0.49783 -0.55049 0.1045
N 0.27945 0.65192 -0.18011 -0.2636
C -2.65032 -1.21306 -0.63545 0.1060
C 1.07441 -0.22159 0.56923 -0.2434
H 1.57450 0.47116 1.27620 0.1570
```

Computed properties:
LUMO level (alpha / beta) = -1.68 / -1.68 eV
gap between HOMO and LUMO (alpha / beta) = 9.086 / 9.087 eV

=====

#C
DFT (ωB97M-V/def2-TZVPD) results for an isolated molecule of C2HN3O2.

```
8
Properties=species:S:1:pos:R:3:lowdin_charge:R:1
O -2.16693 -1.79646 0.09403 -0.0006
O 1.87783 3.05108 -1.05476 0.2124
N 0.64691 1.35789 0.01229 0.1075
N 0.06319 0.17398 -0.30591 0.0213
N -0.26540 -0.56683 0.63911 0.0609
C 1.24519 2.15010 -0.70276 -0.2534
C -0.92916 -1.75111 0.42116 -0.2658
H -0.47162 -2.61866 0.89685 0.1177
```

Computed properties:
LUMO level = -0.83 eV
gap between HOMO and LUMO = 9.509 eV
SMILES = O=C=N/N=N/C=O

=====

#D
DFT (ωB97M-V/def2-TZVPD) results for a structure of composition C2HN3O2.

```
8
Properties=species:S:1:pos:R:3:lowdin_charge:R:1
O -3.10210 -0.83147 0.86089 0.2074
O 2.01637 -1.32176 -0.09723 0.0730
N -1.11259 0.14923 0.24070 0.1112
N 0.84272 1.22015 0.07610 0.0712
N -0.29557 1.18637 0.39125 -0.1235
C -2.15816 -0.20630 0.68954 -0.2913
C 1.73186 -0.28882 -0.60407 -0.1323
H 2.07746 0.09261 -1.55718 0.0842
```

Computed properties:
LUMO level = 0.13 eV
gap between HOMO and LUMO = 8.913 eV

=====

It turns out #C is the most stable, with the second structure 0.0388 hartree higher.

=====

#A
DFT (ωB97M-V/def2-TZVPD) results for an isolated molecule of C5H6N4O3.

```
18
Properties=species:S:1:pos:R:3:lowdin_charge:R:1
O -4.28714 1.33505 0.72091 0.1171
O 0.14401 -0.33609 -1.14590 0.0147
O -5.29404 0.05864 -0.72788 0.1255
N -4.35686 0.45821 -0.10272 -0.3487
N -2.24890 0.16441 -1.07468 0.2074
N 1.92872 -0.12537 0.32749 0.1440
N -2.59688 -1.29336 0.59001 0.1718
C -0.20334 0.94506 0.88012 0.0916
C -1.12899 -0.77237 -1.14608 -0.3372
C 0.61715 0.28471 0.05129 -0.3678
C -3.07812 -0.30529 -0.26029 -0.3004
C -1.45257 -1.59427 0.10965 -0.0198
H -1.21834 -1.30043 -1.99703 0.1341
H 0.19691 1.56389 1.58250 0.0395
H -1.24444 0.91028 0.86008 0.0361
H 2.68789 -0.07095 -0.30934 0.0896
H 2.23331 0.27760 1.14542 0.0602
H -0.68946 -2.16608 0.64259 0.1423
```

Computed properties:
LUMO level = -0.46 eV
gap between HOMO and LUMO = 8.592 eV
SMILES = C=C(N)O[C@H]1C=NC([N+](=O)[O-])=N1

=====

#B
DFT (ωB97M-V/def2-TZVPD) results for a cluster of 2 separate species, C5H6N4O3 in total.

```
18
Properties=species:S:1:pos:R:3:lowdin_charge:R:1
O -4.29486 -0.51340 -0.44633 -0.0446
O 0.84602 1.53008 -0.16313 0.0335
O 3.23416 -0.88192 0.71956 0.0441
N 2.82920 0.50050 -0.96544 0.1619
N -0.87691 -0.15657 0.40437 0.1043
N -3.04366 0.82599 0.66465 0.0699
N -4.25235 0.61860 0.34141 0.0285
C -3.04044 -0.98216 -0.56084 -0.0625
C 3.60664 -0.41573 -0.46874 -0.1852
C -2.23126 -0.13645 0.13781 -0.3828
C 1.85547 0.64699 -0.00250 -0.4179
C 2.08315 -0.18684 1.02780 -0.0307
H 1.60246 -0.40709 1.96806 0.1330
H 0.98444 1.95426 -1.01873 0.1308
H -2.89260 -1.87973 -1.13616 0.1224
H 4.47811 -0.81889 -0.91821 0.1290
H -0.57761 0.71590 0.81111 0.0737
H -0.30996 -0.41355 -0.39469 0.0927
```

Computed properties:
LUMO level = 0.55 eV
gap between HOMO and LUMO = 9.196 eV
SMILES = Nc1conn1.Oc1cocn1

=====

It turns out #B is the most stable, with the second structure 0.1113 hartree higher.